# 1
Here is a cluster of 3 separate species, C28H48ClFN4O3PS in total from OMol25. Energies are from ωB97M-V/def2-TZVPD.

```
! RIJCOSX wB97M-V def2-TZVPD def2/J DEFGRID3
* xyz 1 3
C 0.569 0.497 0.449
C 1.737 0.841 0.290
C 3.263 0.653 0.189
N 4.125 0.575 1.260
C 3.595 0.724 2.660
C 3.191 2.243 2.959
C 3.403 2.649 4.492
Cl 4.169 3.428 1.930
C 5.475 0.352 0.857
P 6.935 0.136 2.005
S 7.689 1.849 2.568
C 5.361 0.339 -0.612
N 4.015 0.527 -0.995
C 3.407 0.552 -2.348
C 2.935 2.051 -2.633
O 1.801 2.299 -2.871
F 3.852 3.114 -2.563
H -0.494 0.153 0.582
H 4.393 0.330 3.355
H 2.647 0.106 2.688
H 2.106 2.392 2.683
H 3.945 1.865 5.094
H 4.029 3.583 4.524
H 2.406 2.870 4.989
H 7.947 -0.727 1.461
H 6.458 -0.542 3.186
H 6.198 0.176 -1.337
H 2.463 -0.077 -2.398
H 4.108 0.171 -3.146
C -2.364 2.816 -5.847
C -3.364 2.110 -4.900
C -4.555 3.042 -4.615
C -4.216 4.183 -3.661
C -3.582 3.649 -2.380
C -2.372 2.730 -2.637
N -2.663 1.675 -3.653
O -3.425 0.745 -3.062
C -1.159 3.565 -3.072
C -1.901 2.136 -1.293
C -3.870 0.911 -5.734
H -2.240 3.877 -5.634
H -1.381 2.337 -5.815
H -2.702 2.773 -6.885
H -5.382 2.466 -4.184
H -4.934 3.460 -5.553
H -3.549 4.903 -4.144
H -5.128 4.734 -3.414
H -3.282 4.493 -1.750
H -4.347 3.104 -1.819
H -0.340 2.909 -3.367
H -0.799 4.186 -2.246
H -1.356 4.262 -3.883
H -2.684 1.581 -0.772
H -1.582 2.927 -0.608
H -1.046 1.470 -1.446
H -3.054 0.219 -5.961
H -4.287 1.253 -6.684
H -4.664 0.354 -5.235
C 0.175 -4.780 1.176
C 0.274 -3.628 2.205
C 0.717 -4.189 3.570
C -0.387 -4.954 4.295
C -1.654 -4.108 4.402
C -2.129 -3.552 3.046
N -1.027 -2.896 2.278
O -0.790 -1.704 2.842
C -2.756 -4.689 2.207
C -3.317 -2.597 3.296
C 1.407 -2.741 1.650
H -0.233 -5.699 1.593
H -0.430 -4.490 0.313
H 1.160 -5.056 0.792
H 1.052 -3.370 4.217
H 1.582 -4.846 3.440
H -0.601 -5.897 3.785
H -0.044 -5.223 5.298
H -2.448 -4.708 4.857
H -1.460 -3.281 5.092
H -2.989 -4.347 1.195
H -3.691 -5.031 2.656
H -2.134 -5.578 2.133
H -3.066 -1.780 3.974
H -4.151 -3.133 3.756
H -3.680 -2.168 2.358
H 1.132 -2.319 0.678
H 2.323 -3.320 1.511
H 1.667 -1.918 2.321
*
```

As for the electronic energy: -77267.7191 eV. The expectation value of S² is 2.009.


# 2
Here is a cluster of 6 separate species, C28H48F12O14 in total from OMol25. Energies are from ωB97M-V/def2-TZVPD.

```
! RIJCOSX wB97M-V def2-TZVPD def2/J DEFGRID3
* xyz 0 1
C 0.209 -0.887 -3.584
O -1.124 -1.220 -3.861
C -2.114 -0.710 -2.990
C -2.031 -0.931 -1.537
O -1.223 0.076 -0.898
C -1.309 0.248 0.521
C -0.707 -0.855 1.310
O -1.471 -2.051 1.491
C -0.715 -3.257 1.477
H 0.621 -1.101 -2.598
H 0.261 0.191 -3.738
H 0.893 -1.200 -4.373
H -3.091 -1.132 -3.227
H -2.213 0.369 -3.111
H -1.576 -1.885 -1.275
H -2.998 -0.943 -1.035
H -2.303 0.550 0.852
H -0.862 1.205 0.790
H -0.645 -0.399 2.299
H 0.296 -1.154 1.006
H 0.086 -3.088 2.197
H -0.268 -3.483 0.509
H -1.232 -4.126 1.884
C 4.095 -1.036 -3.781
O 3.281 -1.538 -2.645
C 3.924 -2.509 -1.803
C 2.967 -2.855 -0.617
O 3.102 -2.206 0.664
C 2.973 -0.865 0.508
C 3.008 -0.202 1.857
O 4.349 0.204 2.353
C 5.332 -0.856 2.347
H 3.917 -0.067 -4.248
H 4.067 -1.668 -4.669
H 5.116 -1.031 -3.400
H 4.843 -2.123 -1.361
H 4.059 -3.354 -2.477
H 3.081 -3.937 -0.553
H 1.921 -2.791 -0.917
H 2.038 -0.541 0.050
H 3.811 -0.435 -0.040
H 2.418 -0.622 2.672
H 2.526 0.760 1.684
H 4.934 -1.743 2.840
H 6.269 -0.440 2.719
H 5.515 -1.204 1.330
C -0.427 4.667 -4.505
C -1.173 3.352 -4.417
O -2.558 3.423 -4.138
C -3.501 3.998 -4.940
O -3.318 4.616 -5.973
C -4.874 3.675 -4.394
F -4.980 2.340 -4.076
F -5.062 4.344 -3.250
F -5.864 4.003 -5.280
H -0.852 5.392 -5.198
H 0.563 4.440 -4.902
H -0.565 5.166 -3.546
H -0.590 2.706 -3.760
H -1.052 3.023 -5.449
C 2.355 7.431 0.867
C 2.376 6.013 1.335
O 1.200 5.283 1.057
C 0.917 4.977 -0.321
O 1.470 5.580 -1.267
C -0.215 3.953 -0.420
F 0.276 2.759 -0.828
F -0.838 3.704 0.727
F -1.038 4.195 -1.435
H 2.932 7.419 -0.058
H 3.132 7.973 1.406
H 1.433 8.007 0.942
H 2.389 5.927 2.421
H 3.217 5.445 0.938
C -5.387 -2.273 1.998
C -6.702 -2.196 1.322
O -6.450 -2.593 -0.025
C -6.897 -1.936 -1.050
O -7.401 -0.795 -0.974
C -6.797 -2.676 -2.469
F -5.553 -2.383 -2.921
F -6.909 -4.019 -2.370
F -7.622 -2.156 -3.378
H -5.420 -1.998 3.052
H -4.608 -1.639 1.576
H -4.950 -3.270 1.937
H -7.086 -1.189 1.485
H -7.464 -2.900 1.654
C 1.931 -3.952 4.010
C 2.062 -4.054 5.482
O 3.095 -3.237 6.023
C 3.104 -2.859 7.272
O 2.148 -3.023 8.048
C 4.385 -1.985 7.606
F 5.428 -2.703 7.563
F 4.434 -1.120 6.562
F 4.171 -1.441 8.816
H 1.984 -2.881 3.809
H 1.024 -4.425 3.635
H 2.818 -4.394 3.556
H 2.236 -5.065 5.849
H 1.043 -3.804 5.778
*
```

For the energy relative to the best compared isomer or geometry (same formula, charge and spin), the calculation gives 0.8720 eV. As for the structure (SMILES): CCOC(=O)C(F)(F)F.CCOC(=O)C(F)(F)F.CCOC(=O)C(F)(F)F.CCOC(=O)C(F)(F)F.COCCOCCOC.COCCOCCOC. As for the electronic energy: -91082.4119 eV.


# 3
Here is a cluster of 12 separate species, C28H49BCl33N in total from OMol25. Energies are from ωB97M-V/def2-TZVPD.

```
! RIJCOSX wB97M-V def2-TZVPD def2/J DEFGRID3
* xyz 0 1
C 0.796 2.650 3.267
C 0.772 1.894 4.721
C -0.159 0.548 4.794
C -0.430 -0.195 3.359
C -1.877 0.353 2.786
C -2.401 -0.407 1.430
C -1.227 -1.120 0.534
C -1.780 -1.568 -0.974
C -0.498 -1.833 -2.004
C -0.917 -1.247 -3.478
C -0.034 0.101 -3.878
C -0.149 1.314 -2.774
B 1.280 2.021 -2.372
C 2.755 1.697 -3.031
N 3.525 0.597 -2.334
C 1.249 3.224 -1.207
C 0.289 4.493 -1.611
C -0.609 4.844 -0.255
C -2.041 4.009 -0.301
H 1.691 3.438 3.318
H 1.045 1.953 2.353
H -0.177 3.319 3.088
H 0.306 2.674 5.495
H 1.863 1.677 5.127
H 0.432 -0.234 5.475
H -1.202 0.700 5.334
H -0.570 -1.354 3.604
H 0.447 -0.130 2.587
H -2.723 0.182 3.611
H -1.718 1.519 2.583
H -3.053 0.375 0.813
H -3.172 -1.237 1.789
H -0.899 -2.092 1.097
H -0.283 -0.412 0.481
H -2.415 -0.664 -1.369
H -2.369 -2.590 -0.943
H 0.501 -1.333 -1.603
H -0.311 -2.987 -2.055
H -2.058 -0.988 -3.496
H -0.736 -2.014 -4.368
H -0.516 0.508 -4.882
H 1.061 -0.230 -4.131
H -0.865 2.156 -3.219
H -0.681 0.946 -1.784
H 3.452 2.656 -3.060
H 2.596 1.378 -4.151
H 3.396 0.647 -1.289
H 3.173 -0.345 -2.668
H 0.886 2.704 -0.224
H 2.357 3.617 -1.014
H 0.905 5.434 -1.983
H -0.455 4.180 -2.470
H -0.060 4.512 0.746
H -0.843 5.989 -0.199
H -2.817 4.394 0.490
H -1.756 2.880 -0.079
H -2.504 4.059 -1.375
C -0.108 -5.635 -4.018
Cl 0.712 -4.067 -4.091
Cl -0.830 -5.886 -2.419
Cl -1.343 -5.751 -5.283
H 0.633 -6.420 -4.188
C 5.312 -1.314 -4.843
Cl 6.394 -2.026 -6.052
Cl 3.765 -2.177 -4.806
Cl 6.072 -1.329 -3.242
H 5.120 -0.275 -5.123
C 3.488 -2.141 5.213
Cl 3.580 -0.835 6.406
Cl 2.560 -3.507 5.855
Cl 2.769 -1.555 3.703
H 4.504 -2.485 5.000
C -0.993 6.934 -4.980
Cl -0.327 5.300 -5.139
Cl -1.042 7.422 -3.277
Cl -0.044 8.088 -5.931
H -2.015 6.928 -5.366
C 2.583 0.087 -7.762
Cl 3.839 1.065 -6.984
Cl 3.312 -1.146 -8.804
Cl 1.537 -0.665 -6.546
H 1.970 0.745 -8.384
C 2.003 -6.225 3.376
Cl 0.424 -6.364 4.169
Cl 2.955 -7.699 3.622
Cl 1.803 -5.894 1.647
H 2.542 -5.388 3.827
C 4.762 4.899 -4.954
Cl 5.338 3.311 -5.487
Cl 5.652 6.192 -5.777
Cl 3.021 5.060 -5.245
H 4.941 4.988 -3.880
C -2.575 -9.424 -1.119
Cl -1.513 -10.807 -0.804
Cl -2.249 -8.116 0.031
Cl -2.374 -8.853 -2.784
H -3.610 -9.748 -0.988
C -5.416 2.027 4.071
Cl -5.631 0.481 3.233
Cl -5.245 1.771 5.816
Cl -4.010 2.893 3.429
H -6.306 2.639 3.899
C -0.412 -0.566 8.355
Cl 0.844 0.412 9.133
Cl 0.317 -1.800 7.313
Cl -1.458 -1.318 9.571
H -1.025 0.092 7.733
C -6.962 -1.826 6.944
Cl -8.056 -1.368 5.628
Cl -5.274 -1.719 6.416
Cl -7.235 -0.802 8.364
H -7.171 -2.862 7.222
*
```

As for the structure (SMILES): CCCCCCCCCCCCB(CN)CCCC.ClC(Cl)Cl.ClC(Cl)Cl.ClC(Cl)Cl.ClC(Cl)Cl.ClC(Cl)Cl.ClC(Cl)Cl.ClC(Cl)Cl.ClC(Cl)Cl.ClC(Cl)Cl.ClC(Cl)Cl.ClC(Cl)Cl. As for the electronic energy: -445229.2307 eV.


# 4
Here is a structure of composition C28H49BaBrNO3P3 from OMol25. Energies are from ωB97M-V/def2-TZVPD.

```
! RIJCOSX wB97M-V def2-TZVPD def2/J DEFGRID3
* xyz 2 1
N 0.604 -5.293 -6.219
C -0.640 -5.004 -5.826
C -0.955 -3.812 -5.169
C 0.088 -2.895 -4.867
C 1.381 -3.189 -5.367
C 1.587 -4.421 -6.007
C -0.138 -1.815 -3.940
Ba -1.235 0.681 -3.590
P -1.107 4.104 -0.579
C 0.851 -0.943 -3.467
C 1.148 -0.825 -2.055
C 1.745 0.346 -1.519
C 2.026 0.452 -0.170
C 1.679 -0.589 0.724
C 1.164 -1.796 0.174
C 0.870 -1.896 -1.168
Br -0.856 0.099 1.362
H -1.106 -1.905 -3.403
H 1.438 -0.320 -4.168
H -1.983 -3.624 -4.846
H 2.229 -2.530 -5.193
H -1.419 -5.747 -6.039
H 2.586 -4.709 -6.353
H 2.042 1.145 -2.212
H 0.436 -2.817 -1.571
H 2.520 1.350 0.205
H 0.954 -2.638 0.837
P 2.531 -0.687 2.347
C -1.635 2.769 -1.677
C -2.490 3.394 -2.791
H -2.174 1.973 -1.132
H -0.640 2.401 -2.037
H -3.107 2.663 -3.347
H -3.208 4.102 -2.351
H -1.883 3.973 -3.503
C 0.723 3.849 -0.557
C 1.464 4.954 0.198
H 1.039 3.838 -1.612
H 0.922 2.856 -0.122
H 2.541 4.853 0.027
H 1.166 5.950 -0.151
H 1.292 4.906 1.281
C -1.519 3.522 1.130
C -2.093 4.640 2.002
H -0.600 3.113 1.573
H -2.237 2.696 1.030
H -2.253 4.277 3.022
H -1.413 5.500 2.052
H -3.057 4.984 1.614
C 1.330 -1.001 3.651
C 1.809 -0.728 5.075
H 0.980 -2.037 3.541
H 0.460 -0.367 3.422
H 2.649 -1.370 5.361
H 2.108 0.319 5.201
H 0.985 -0.918 5.774
C 3.390 0.869 2.631
C 4.776 0.965 1.991
H 3.454 0.994 3.719
H 2.732 1.673 2.271
H 5.489 0.299 2.490
H 4.765 0.721 0.922
H 5.152 1.991 2.090
C 3.716 -2.051 2.273
C 3.154 -3.466 2.417
H 4.467 -1.858 3.054
H 4.233 -1.955 1.306
H 2.859 -3.878 1.444
H 3.932 -4.120 2.827
H 2.291 -3.525 3.089
C -4.366 -0.320 4.273
O -3.135 -0.197 3.530
P -2.606 -1.237 2.415
O -3.749 -1.298 1.294
C -4.690 -0.238 1.018
O -2.631 -0.529 -2.280
C -3.369 -1.689 -1.962
H -4.185 0.213 5.211
H -4.615 -1.370 4.483
H -5.192 0.170 3.746
H -5.534 -0.300 1.719
H -4.210 0.752 1.062
H -5.043 -0.434 -0.001
H -2.891 -2.224 -1.125
H -4.392 -1.412 -1.674
H -3.401 -2.378 -2.824
*
```

For the energy relative to the best compared isomer or geometry (same formula, charge and spin), the calculation gives 0.5050 eV. As for the electronic energy: -136051.9619 eV.


# 5
Here is a structure of composition C28H49BrCoNP3 from OMol25. Energies are from ωB97M-V/def2-TZVPD.

```
! RIJCOSX wB97M-V def2-TZVPD def2/J DEFGRID3
* xyz 2 4
N -5.651 4.299 -4.136
C -5.550 4.723 -2.878
C -4.902 3.981 -1.893
C -4.275 2.744 -2.199
C -4.412 2.320 -3.556
C -5.111 3.132 -4.469
C -3.498 2.031 -1.183
Co -1.337 0.122 0.363
P 4.708 -0.747 0.555
C -2.471 1.117 -1.436
C -1.112 1.545 -0.991
C 0.102 1.221 -1.667
C 1.290 1.847 -1.254
C 1.281 2.855 -0.252
C 0.170 2.914 0.596
C -1.050 2.269 0.269
Br 2.739 4.007 -0.049
H -3.659 2.394 -0.155
H -2.494 0.467 -2.334
H -4.855 4.400 -0.887
H -4.005 1.385 -3.919
H -5.998 5.693 -2.648
H -5.231 2.830 -5.513
H 0.005 0.644 -2.585
H -1.958 2.639 0.722
H 2.231 1.654 -1.777
H 0.237 3.450 1.542
P -0.823 -1.856 -0.174
C 4.643 1.072 0.505
C 5.970 1.748 0.149
H 4.327 1.396 1.507
H 3.876 1.346 -0.230
H 5.894 2.829 0.328
H 6.787 1.358 0.771
H 6.222 1.602 -0.909
C 4.070 -1.301 -1.058
C 5.120 -2.143 -1.794
H 3.807 -0.406 -1.638
H 3.161 -1.891 -0.884
H 4.831 -2.267 -2.843
H 6.110 -1.669 -1.768
H 5.208 -3.144 -1.353
C 3.483 -1.250 1.807
C 4.208 -1.869 3.020
H 2.792 -1.975 1.345
H 2.921 -0.352 2.102
H 3.533 -2.547 3.562
H 5.090 -2.451 2.705
H 4.548 -1.090 3.721
C -0.514 -3.186 1.052
C -1.550 -4.309 1.104
H -0.410 -2.709 2.039
H 0.478 -3.588 0.798
H -2.489 -3.981 1.570
H -1.776 -4.710 0.108
H -1.144 -5.127 1.712
C 0.581 -1.977 -1.325
C 0.276 -2.066 -2.807
H 1.150 -2.852 -0.990
H 1.191 -1.081 -1.138
H -0.511 -2.792 -3.029
H -0.012 -1.093 -3.211
H 1.187 -2.369 -3.336
C -2.431 -2.207 -0.969
C -3.603 -1.739 -0.083
H -2.502 -3.286 -1.161
H -2.456 -1.706 -1.947
H -4.523 -1.769 -0.687
H -3.753 -2.401 0.786
H -3.505 -0.692 0.280
C 0.434 0.784 3.122
P -1.213 0.206 2.516
C -1.446 -1.192 3.685
C -2.381 1.446 3.208
H 1.194 0.062 2.803
H 0.457 0.859 4.219
H 0.689 1.761 2.703
H -1.995 -0.870 4.579
H -2.027 -1.986 3.210
H -0.484 -1.600 4.018
H -2.818 1.081 4.147
H -1.878 2.403 3.395
H -3.192 1.607 2.488
*
```

As for the electronic energy: -166838.9658 eV. The expectation value of S² is 3.880.